1.
Below is 2 unconnected molecules or ions with the total composition C4H13N in a non-equilibrium geometry, with properties calculated with ωB97M-V/def2-TZVPD.

Last column: Löwdin charge in e.
CARTESIAN COORDINATES (ANGSTROEM)
N -3.53 -1.21 -1.19  -0.1814
C 4.00 0.40 2.46  -0.1695
C -4.67 -0.83 -2.07  -0.1616
C -2.68 -0.01 -0.97  -0.1523
C 5.10 0.90 1.50  -0.1758
H -5.24 -0.06 -1.53  0.0672
H -2.04 -0.27 -0.12  0.0721
H 5.81 1.74 1.57  0.0634
H -5.29 -1.73 -2.13  0.0727
H -3.00 -1.84 -1.78  0.0814
H -4.40 -0.41 -3.05  0.0707
H -1.98 0.18 -1.78  0.0624
H 3.93 -0.63 2.81  0.0570
H 4.53 1.14 0.60  0.0494
H 5.73 0.11 1.09  0.0557
H 2.97 0.57 2.08  0.0614
H -3.27 0.89 -0.81  0.0688
H 4.04 1.06 3.35  0.0584

Results
SMILES: CNC.CC
Relative energy (zero: lowest compared OMol25 entry of this formula, charge and spin) (kcal per mole): 25.0
Electronic energy (a.u.): -214.89337
Orbital gap (Ha): 0.3750
Spin multiplicity: 1

2.
Below is C4H13N2 in the gas phase in a non-equilibrium geometry, with properties calculated with ωB97M-V/def2-TZVPD.

Last column: Mulliken spin population.
CARTESIAN COORDINATES (ANGSTROEM)
N -1.64 2.24 -0.08  0.0044
N 1.89 -1.79 0.28  1.9995
C 0.49 -1.51 0.80  0.4128
C -1.39 1.15 -1.00  -0.0200
C -0.03 0.47 -0.75  0.1647
C 0.17 -0.03 0.69  0.1165
H -0.19 -2.10 0.18  0.0297
H 0.92 0.56 1.20  -0.0705
H -2.18 0.38 -0.90  -0.0046
H 0.24 -0.11 -1.64  -0.0705
H 2.15 -1.19 -0.54  -0.1384
H -0.79 0.11 1.20  0.0133
H -1.49 2.46 0.89  -0.0041
H -2.34 2.86 -0.46  0.0030
H 1.86 -2.77 -0.09  -0.6826
H -1.38 1.63 -1.98  0.0005
H 0.46 -1.92 1.81  -0.1500
H 0.65 1.33 -0.69  0.0140
H 2.59 -1.77 1.07  -0.6178

Results
Relative energy (zero: lowest compared OMol25 entry of this formula, charge and spin) (kcal per mole): 50.9
Electronic energy (a.u.): -269.55906
Orbital gap (spin up / spin down) (Ha): 0.1694 / 0.3587
Spin multiplicity: 2

3.
Below is 2 unconnected molecules or ions with the total composition C4H13N2 in a non-equilibrium geometry, with properties calculated with ωB97M-V/def2-TZVPD.

Last column: Löwdin charge in e.
CARTESIAN COORDINATES (ANGSTROEM)
N -0.89 1.19 -0.40  -0.1256
N 0.51 -1.06 0.62  -0.0767
C 1.55 -1.00 1.69  0.0002
C -0.37 2.26 -0.83  0.0035
C -2.32 1.01 -0.61  -0.1156
C 1.08 -1.41 -0.70  -0.0181
H 1.63 -0.57 -1.08  0.1036
H 0.28 -1.64 -1.39  0.1028
H -2.81 1.88 -1.06  0.0834
H -2.81 0.80 0.34  0.0857
H -2.48 0.15 -1.26  0.0832
H 2.03 -1.97 1.73  0.1024
H 0.70 2.40 -0.68  0.0785
H 1.12 -0.75 2.66  0.1047
H -0.97 3.02 -1.33  0.0911
H 0.01 -0.13 0.53  0.1125
H 2.25 -0.21 1.44  0.1061
H 1.72 -2.29 -0.59  0.1043
H -0.23 -1.69 0.91  0.1739

Results
Relative energy (zero: lowest compared OMol25 entry of this formula, charge and spin) (kcal per mole): 31.8
Charge: +1
Electronic energy (a.u.): -269.44998
Orbital gap (Ha): 0.4201
Spin multiplicity: 1

4.
Below is a gas-phase ion, C4H13N2 (charge +1) in a non-equilibrium geometry, with properties calculated with ωB97M-V/def2-TZVPD.

Last column: Löwdin charge in e.
CARTESIAN COORDINATES (ANGSTROEM)
N -0.93 -0.58 0.86  -0.1364
N 0.80 -1.31 -1.01  0.2088
C 0.32 0.17 -1.15  -0.2579
C -0.99 0.29 -0.32  -0.1713
C -1.13 0.16 2.09  -0.1288
C 1.56 0.97 -0.80  -0.0380
H -2.07 0.65 2.30  0.0799
H 0.98 -1.68 -1.94  0.1743
H -0.35 0.92 2.18  0.0856
H -1.34 1.28 0.01  0.1334
H -1.40 -1.48 0.94  0.1235
H 1.57 -1.31 -0.33  0.1568
H -1.84 0.13 -1.00  0.1246
H 1.26 1.83 -0.22  0.0891
H 0.05 0.37 -2.21  0.1522
H -0.99 -0.43 3.01  0.0921
H 0.05 -1.84 -0.56  0.1367
H 2.13 1.36 -1.65  0.0955
H 2.32 0.50 -0.20  0.0797

Results
SMILES: CNC[C@@H](C)[NH3+]
Relative energy (zero: lowest compared OMol25 entry of this formula, charge and spin) (kcal per mole): 43.1
Charge: +1
Electronic energy (a.u.): -269.43205
Orbital gap (Ha): 0.3674
Spin multiplicity: 1

5.
Below is 2 unconnected molecules or ions with the total composition C4H13N2 in a non-equilibrium geometry, with properties calculated with ωB97M-V/def2-TZVPD.

Last column: Löwdin charge in e.
CARTESIAN COORDINATES (ANGSTROEM)
N 0.61 -0.27 -1.67  0.2269
N -1.73 -1.83 -1.62  0.0094
C 1.41 0.38 1.97  -0.0311
C 1.04 0.24 -0.55  -0.0379
C -0.58 1.42 0.82  -0.0629
C 0.38 0.20 0.74  -0.3677
H -2.49 -1.66 -0.91  0.0709
H -0.10 -0.79 0.89  0.1489
H 0.89 0.36 2.95  0.0959
H -1.06 1.66 1.81  0.1140
H -0.08 2.43 0.74  0.1071
H -1.61 -2.83 -1.54  0.0481
H 1.73 1.47 1.82  0.1069
H 2.13 -0.40 1.84  0.0671
H -1.34 1.45 0.09  0.0523
H 2.05 0.69 -0.61  0.1709
H 1.17 -0.13 -2.52  0.1658
H -2.16 -1.59 -2.54  0.0696
H -0.26 -0.81 -1.71  0.0458

Results
Relative energy (zero: lowest compared OMol25 entry of this formula, charge and spin) (kcal per mole): 26.9
Charge: +1
Electronic energy (a.u.): -269.45775
Orbital gap (Ha): 0.3981
Spin multiplicity: 1

6.
Below is 2 unconnected molecules or ions with the total composition C4H13N2 in a non-equilibrium geometry, with properties calculated with ωB97M-V/def2-TZVPD.

Last column: Löwdin charge in e.
CARTESIAN COORDINATES (ANGSTROEM)
N -1.33 0.65 0.06  -0.0747
N 0.81 -2.02 -0.17  0.0327
C 1.49 0.62 0.97  -0.0949
C 1.03 1.33 -0.29  -0.1819
C -2.31 -0.45 0.22  -0.0458
C -0.15 0.51 -0.76  -0.1133
H 1.64 1.46 -1.19  0.1264
H -1.84 -1.12 0.93  0.0888
H 0.71 0.56 1.72  0.0931
H -0.39 0.39 -1.94  0.2184
H 1.37 -1.72 -0.98  0.0284
H 1.39 -2.86 0.29  0.1563
H -3.26 -0.08 0.57  0.0960
H -1.66 1.55 -0.38  0.1688
H 0.48 2.34 -0.06  0.1856
H 0.31 -0.87 -0.38  0.0806
H -2.46 -0.97 -0.72  0.0874
H 1.78 -0.43 0.73  0.0448
H 2.39 1.11 1.39  0.1033

Results
Relative energy (zero: lowest compared OMol25 entry of this formula, charge and spin) (kcal per mole): 184.3
Charge: +1
Electronic energy (a.u.): -269.20705
Orbital gap (Ha): 0.2276
Spin multiplicity: 1

7.
Below is 2 unconnected molecules or ions with the total composition C4H13N2, with properties calculated with ωB97M-V/def2-TZVPD.

Last column: Löwdin charge in e.
CARTESIAN COORDINATES (ANGSTROEM)
N 0.05 1.91 -0.47  0.0947
N -0.96 -0.36 0.63  -0.0771
C 0.03 -1.45 0.47  -0.2707
C -1.98 -0.61 1.33  0.0374
C 1.52 1.89 -0.18  -0.0315
C 0.16 -1.86 -0.98  -0.0815
H -0.74 -2.36 -1.35  0.0835
H -2.75 0.15 1.44  0.0881
H 1.65 1.64 0.87  0.0981
H 0.41 -1.03 -1.65  0.0619
H -2.09 -1.56 1.84  0.0972
H -0.13 1.91 -1.47  0.1537
H 1.96 2.84 -0.46  0.0983
H 0.99 -2.56 -1.10  0.0859
H -0.44 1.02 -0.03  0.0903
H -0.23 -2.31 1.08  0.1131
H 0.97 -1.06 0.87  0.1098
H -0.39 2.75 -0.10  0.1561
H 1.96 1.07 -0.75  0.0928

Results
Relative energy (zero: lowest compared OMol25 entry of this formula, charge and spin) (kcal per mole): 26.7
Charge: +1
Electronic energy (a.u.): -269.45816
Orbital gap (Ha): 0.4273
Spin multiplicity: 1

8.
Below is 2 unconnected molecules or ions with the total composition C4H13N2 in a non-equilibrium geometry, with properties calculated with ωB97M-V/def2-TZVPD.

Last column: Löwdin charge in e.
CARTESIAN COORDINATES (ANGSTROEM)
N 0.76 -0.27 -0.79  -0.0314
N 0.03 -0.67 1.56  -0.0525
C -1.47 -0.48 1.19  -0.0629
C 0.63 0.97 -1.03  -0.1052
C 0.34 1.92 -0.02  -0.0466
C 0.69 -1.32 -1.65  -0.0574
H -1.61 0.53 0.71  0.0832
H 0.10 -1.01 -2.58  0.1351
H -1.68 -1.18 0.42  0.0700
H 0.64 -0.38 0.34  0.0524
H 0.24 -2.23 -1.20  0.1167
H 0.24 0.01 2.38  0.1532
H 1.65 -1.51 -2.05  0.0922
H -0.59 2.54 -0.06  0.1298
H 0.19 -1.67 1.81  0.1301
H 1.19 2.61 0.04  0.1197
H 0.26 1.41 0.97  0.0655
H -2.14 -0.52 2.00  0.0697
H 0.55 1.25 -2.04  0.1383

Results
Relative energy (zero: lowest compared OMol25 entry of this formula, charge and spin) (kcal per mole): 51.9
Charge: +1
Electronic energy (a.u.): -269.41801
Orbital gap (Ha): 0.4038
Spin multiplicity: 1

Question: What is the formula in the third record?
Answer: C4H13N2